Entry 1:
C27H50OP2Pm as an isolated structure. Source: the Open Molecules 2025 dataset; level of theory: ωB97M-V/def2-TZVPD.

The value obtained for the maximum force is 3.67 eV Å⁻¹. The HOMO-LUMO gap (alpha / beta) comes out at 7.42 / 7.59 eV. For the molar mass, the calculation gives 597.64 g/mol. Its spin multiplicity is 5. As for the charge: +1. The calculation puts the calculated total energy at -2424.8729 a.u.

Each line ends with the Mulliken charge.
Geometry (Å):
Pm: -0.051 -0.377 1.353  0.42
P: -1.533 -0.383 -0.910  0.87
P: 2.079 1.006 0.178  1.14
O: -0.580 1.395 2.348  0.14
C: 3.006 -1.495 2.974  -1.47
C: 2.714 2.451 1.072  -1.30
C: -0.951 2.656 2.860  0.60
C: -0.632 -1.605 3.824  0.76
C: -0.563 -2.628 2.833  0.30
C: 1.546 -1.739 3.094  0.58
C: 1.038 -0.075 5.028  -1.61
C: -1.695 -3.503 2.446  -1.62
C: 0.786 -2.712 2.377  0.48
C: -1.689 -0.561 -4.216  -0.53
C: 1.240 -0.463 -4.166  0.13
C: -0.928 -1.433 -5.172  -0.96
C: -1.822 -1.209 4.613  -1.39
C: -1.572 0.781 -4.192  -0.43
C: -0.943 -1.980 -1.629  -0.59
C: 1.388 0.859 -3.937  -0.67
C: 0.674 1.935 -4.724  -1.15
C: -0.337 0.894 -1.595  0.73
C: -1.863 3.361 1.880  -1.33
C: 0.557 -1.026 -5.367  -1.01
C: 3.411 0.494 -0.924  -1.36
C: 0.708 1.771 -0.855  -1.08
C: 0.668 -1.074 3.995  0.79
C: -0.766 1.587 -5.159  -1.25
C: -3.226 0.037 -1.368  -1.21
C: 1.321 -3.680 1.382  -1.55
C: -1.541 2.624 4.262  -1.49
H: -1.807 3.658 4.544  0.46
H: -2.110 -0.167 4.398  0.02
H: 1.263 2.179 -5.634  0.42
H: 4.205 0.033 -0.322  0.46
H: 3.395 -1.834 2.007  0.26
H: 3.483 2.113 1.775  0.42
H: 3.825 1.351 -1.466  0.46
H: 1.735 -4.578 1.872  0.31
H: -0.746 -1.910 -2.708  -0.37
H: 0.647 -0.350 6.017  0.36
H: 3.151 3.177 0.378  0.48
H: 2.139 -3.228 0.802  0.31
H: 3.069 -0.265 -1.640  0.23
H: -3.442 0.112 -2.440  0.35
H: 0.629 0.909 4.776  -0.03
H: -2.468 2.031 4.311  0.28
H: -1.438 -1.392 -6.159  0.42
H: 3.583 -2.022 3.754  0.34
H: 0.157 0.250 -2.328  -1.15
H: -0.035 3.264 2.934  0.00
H: 1.765 -1.199 -3.559  0.37
H: 1.926 2.937 1.661  0.17
H: -1.375 3.476 0.912  0.21
H: -0.963 1.577 -2.188  0.57
H: 0.649 2.872 -4.131  0.29
H: -0.833 2.270 5.015  0.37
H: -2.679 -1.861 4.390  0.43
H: -0.017 -2.334 -1.146  0.19
H: -1.627 -1.277 5.698  0.32
H: -2.109 4.362 2.264  0.47
H: 1.105 -1.939 -5.653  0.43
H: 2.144 1.237 -3.241  0.97
H: -2.584 -2.915 2.185  0.36
H: -0.760 1.093 -6.141  0.33
H: -1.993 -4.179 3.262  0.33
H: -1.433 -4.130 1.588  0.35
H: -0.979 -2.491 -4.858  0.34
H: 0.543 -4.021 0.689  0.38
H: -2.225 1.393 -3.565  0.97
H: -3.861 -0.738 -0.908  0.41
H: -3.483 0.989 -0.871  0.34
H: 1.267 2.330 -1.621  0.69
H: -2.516 -1.069 -3.711  0.73
H: -1.719 -2.741 -1.447  0.47
H: 0.626 -0.328 -6.216  0.29
H: -1.290 2.552 -5.280  0.44
H: 2.123 0.008 5.115  0.41
H: 0.179 2.516 -0.236  -0.22
H: 3.235 -0.422 3.081  0.34
H: -2.794 2.793 1.742  0.26

Atoms 1-3, force components in eV/Å:
Pm -0.15 -0.24 3.66
P 0.11 0.18 0.09
P -0.59 0.11 0.22



Entry 2:
An isolated ion of composition C5H9N4O and charge +1. Source: the Open Molecules 2025 dataset; level of theory: ωB97M-V/def2-TZVPD.

The value obtained for the maximum force is 5.25 eV Å⁻¹. The HOMO-LUMO gap comes out at 10.23 eV. For the molar mass, the calculation gives 141.15 g/mol. As for the charge: +1. The calculation puts the calculated total energy at -489.8886 a.u. The structure (SMILES) is C[C@]([NH3+])(O)c1ncncn1.

Each line ends with the natural charge from an NBO analysis.
Geometry (Å):
O: -2.125 -0.570 0.512  -0.70
N: 0.618 0.556 -1.210  -0.59
N: 0.833 -1.564 -0.283  -0.48
N: 2.161 -0.949 -2.127  -0.42
N: -1.103 1.491 0.040  -0.68
C: 1.485 0.159 -2.151  0.33
C: -0.983 0.171 0.747  0.42
C: -0.474 0.235 2.185  -0.67
C: 0.336 -0.381 -0.340  0.43
C: 1.818 -1.811 -1.162  0.33
H: -0.867 1.126 2.700  0.24
H: -0.175 1.818 -0.250  0.48
H: -1.995 -1.506 0.499  0.52
H: 1.800 0.935 -2.803  0.21
H: -1.485 1.412 -0.817  0.43
H: 2.331 -2.730 -0.899  0.23
H: 0.583 0.056 2.216  0.25
H: -1.714 2.051 0.527  0.43
H: -1.042 -0.501 2.614  0.25

Atoms 1-3, force components in eV/Å:
O -0.35 2.17 -0.02
N 0.79 -0.54 -0.99
N 0.36 -1.11 0.47



Entry 3:
C5H7NO as an isolated structure. Source: the Open Molecules 2025 dataset; level of theory: ωB97M-V/def2-TZVPD.

The value obtained for the maximum force is 0.60 eV Å⁻¹. The HOMO-LUMO gap comes out at 10.59 eV. For the molar mass, the calculation gives 97.12 g/mol. As for the charge: 0. The calculation puts the calculated total energy at -324.6232 a.u.

Each line ends with the natural charge from an NBO analysis.
Geometry (Å):
O: 0.843 -0.002 -0.579  -0.51
N: -1.447 0.483 -0.743  -0.45
C: -0.509 -0.229 -0.318  0.55
C: 0.693 -0.664 1.696  -0.42
C: -0.950 1.655 -1.478  -0.45
C: 1.204 -1.017 0.348  0.08
C: -0.222 -1.332 0.673  -0.32
H: 0.143 1.706 -1.551  0.20
H: -1.286 2.546 -0.942  0.20
H: 1.040 -1.286 2.514  0.23
H: -1.359 1.668 -2.489  0.20
H: 2.058 -1.622 0.084  0.21
H: -0.713 -2.284 0.838  0.25
H: 0.506 0.379 1.947  0.23

Atoms 1-3, force components in eV/Å:
O 0.29 0.10 0.01
N 0.50 -0.27 0.18
C -0.23 0.36 -0.08



Entry 4:
C31H38I2N2P2PtSi2 as an isolated structure. Source: the Open Molecules 2025 dataset; level of theory: ωB97M-V/def2-TZVPD.

The value obtained for the maximum force is 0.14 eV Å⁻¹. The HOMO-LUMO gap (alpha / beta) comes out at 5.34 / 5.34 eV. For the molar mass, the calculation gives 1005.66 g/mol. As for the charge: 0. The calculation puts the calculated total energy at -3290.1434 a.u.

Each line ends with the Mulliken charge.
Geometry (Å):
Pt: -0.951 -0.007 1.660  0.98
I: -3.069 -0.006 3.216  -0.16
I: -5.198 0.353 1.612  -0.11
P: 0.303 1.599 0.006  1.73
P: 0.495 -1.600 0.082  1.49
Si: -1.410 -3.473 1.685  -0.19
Si: -0.968 3.456 2.169  -0.30
N: -0.566 -2.045 1.222  0.46
N: -0.657 2.050 1.229  0.15
C: -2.101 -1.811 -3.030  -0.82
C: 3.940 3.316 0.487  -0.66
C: 0.722 0.029 0.525  -2.10
C: -2.794 3.869 2.108  -0.82
C: 1.738 2.670 -0.248  0.11
C: 1.741 3.721 -1.162  -0.36
C: -0.606 1.687 -1.559  0.67
C: 3.372 -4.491 -0.356  -0.92
C: -2.686 1.953 -2.742  -0.66
C: -0.168 -1.857 -1.589  0.81
C: -0.685 1.379 -3.948  -0.75
C: 0.031 1.389 -2.763  -0.07
C: 4.425 -3.958 0.376  -0.50
C: 2.838 4.565 -1.249  -0.75
C: 2.187 -3.784 -0.482  -0.27
C: -2.045 1.666 -3.938  -0.65
C: 3.936 4.364 -0.424  -0.47
C: 3.103 -2.011 0.860  -0.68
C: 0.644 -2.052 -2.703  -0.20
C: -1.545 -1.723 -1.764  -0.85
C: 2.845 2.471 0.575  -0.58
C: 0.085 -2.147 -3.970  -0.80
C: -1.335 -3.642 3.546  -0.89
C: -0.458 3.154 3.943  -0.87
C: -3.200 -3.429 1.133  -0.64
C: 2.043 -2.537 0.126  0.21
C: -0.640 -4.997 0.912  -1.08
C: -0.031 4.943 1.516  -1.07
C: -1.287 -2.033 -4.133  -0.62
C: -1.969 1.960 -1.553  -0.72
C: 4.290 -2.719 0.983  -0.64
H: 1.092 1.163 -2.774  0.49
H: -3.171 -1.702 -3.156  0.45
H: -1.827 -2.808 4.050  0.18
H: 1.718 -2.132 -2.587  0.52
H: 4.798 3.159 1.128  0.41
H: 4.791 5.024 -0.493  0.40
H: -3.276 -3.549 0.049  0.23
H: 1.372 -4.206 -1.056  0.59
H: 0.398 -5.139 1.219  0.30
H: -3.693 -2.491 1.398  0.01
H: 3.474 -5.459 -0.831  0.41
H: -2.459 2.164 -0.609  0.38
H: 2.835 5.381 -1.960  0.41
H: -2.605 1.659 -4.865  0.40
H: -0.295 -3.668 3.880  0.27
H: 1.052 4.806 1.565  0.25
H: 2.980 -1.042 1.328  0.27
H: -0.678 -4.955 -0.179  0.24
H: -1.010 2.321 4.382  0.22
H: 0.606 2.908 3.990  0.24
H: -3.018 4.748 2.719  0.35
H: -0.297 5.169 0.481  0.30
H: -1.724 -2.108 -5.122  0.42
H: -3.763 -4.243 1.598  0.39
H: -3.747 2.170 -2.733  0.43
H: -3.104 4.089 1.082  0.26
H: 5.110 -2.301 1.553  0.42
H: -1.204 -5.882 1.222  0.44
H: -1.822 -4.564 3.875  0.33
H: -2.174 -1.537 -0.901  0.52
H: 0.723 -2.310 -4.830  0.43
H: -3.413 3.046 2.470  0.15
H: 5.351 -4.511 0.472  0.40
H: 0.884 3.884 -1.804  0.48
H: -0.286 5.818 2.120  0.47
H: -0.632 4.038 4.562  0.38
H: -0.187 1.140 -4.878  0.42
H: 2.830 1.648 1.279  0.31

Atoms 1-3, force components in eV/Å:
Pt -0.10 -0.04 0.04
I 0.13 0.00 0.02
I -0.02 0.01 -0.05



Entry 5:
C18H23Cl3MnN2O4Sb as an isolated structure. Source: the Open Molecules 2025 dataset; level of theory: ωB97M-V/def2-TZVPD.

The value obtained for the maximum force is 1.36 eV Å⁻¹. The HOMO-LUMO gap (alpha / beta) comes out at 6.89 / 7.12 eV. For the molar mass, the calculation gives 614.45 g/mol. Its spin multiplicity is 6. As for the charge: +1. The calculation puts the calculated total energy at -3881.6533 a.u.

Each line ends with the natural charge from an NBO analysis.
Geometry (Å):
Sb: 0.749 -0.720 -1.640  0.86
Mn: -0.173 -1.181 1.188  1.15
Cl: 1.047 -2.948 0.699  -0.01
Cl: 0.412 -5.790 0.640  0.05
Cl: -1.812 3.818 3.624  0.17
O: -2.645 0.130 6.257  -0.65
O: -0.967 -2.172 2.622  -0.81
O: -1.903 -2.004 4.634  -0.57
O: -2.827 2.309 5.933  -0.54
N: -0.983 0.378 2.229  -0.39
N: -1.074 1.723 2.188  -0.16
C: -2.261 -0.346 -2.286  -0.62
C: -0.975 4.092 -0.665  -0.19
C: 3.408 1.188 -2.876  -0.30
C: 0.295 3.849 -1.171  -0.19
C: 0.587 -4.431 1.708  -0.37
C: -1.475 -1.496 3.626  0.78
C: -1.911 1.092 4.154  -0.25
C: 1.114 2.908 -0.563  -0.21
C: -1.484 -0.005 3.402  0.07
C: -1.624 2.172 3.331  0.20
C: 2.754 0.857 -4.182  -0.71
C: -0.602 2.469 1.046  0.08
C: -1.381 -1.156 -1.312  -0.77
C: -2.515 1.225 5.528  0.78
C: -1.434 3.400 0.445  -0.19
C: 2.553 -3.039 -2.627  -0.63
C: 0.667 2.218 0.553  -0.18
C: 1.105 -2.541 -2.718  -0.77
H: 2.109 2.718 -0.940  0.23
H: -0.336 -4.195 2.208  0.27
H: 3.213 1.415 -5.007  0.25
H: -2.177 0.730 -2.111  0.22
H: 2.822 -0.205 -4.431  0.21
H: -1.687 -0.897 -0.317  0.16
H: 0.650 4.400 -2.034  0.23
H: -2.388 -0.690 5.772  0.51
H: 3.455 2.226 -2.561  0.17
H: 1.694 1.146 -4.198  0.21
H: -1.971 -0.536 -3.322  0.22
H: -1.521 -2.228 -1.429  0.23
H: 2.668 -3.966 -3.192  0.23
H: 0.837 -2.311 -3.754  0.24
H: 4.126 0.509 -2.424  0.18
H: 1.404 -4.592 2.394  0.24
H: 2.857 -3.246 -1.599  0.21
H: -3.313 -0.620 -2.184  0.23
H: -2.432 3.575 0.828  0.24
H: 3.261 -2.315 -3.043  0.21
H: -1.622 4.821 -1.140  0.24
H: 1.319 1.535 1.060  0.21
H: 0.389 -3.273 -2.343  0.23

Atoms 1-3, force components in eV/Å:
Sb -0.38 0.24 0.56
Mn -0.47 0.86 0.08
Cl 0.65 -1.19 -0.14



Entry 6:
C3H7O5P as an isolated structure. Source: the Open Molecules 2025 dataset; level of theory: ωB97M-V/def2-TZVPD.

The value obtained for the maximum force is 3.71 eV Å⁻¹. The HOMO-LUMO gap comes out at 11.40 eV. For the molar mass, the calculation gives 154.06 g/mol. As for the charge: 0. The calculation puts the calculated total energy at -836.1380 a.u.

Each line ends with the natural charge from an NBO analysis.
Geometry (Å):
P: -1.786 0.649 -0.205  2.49
O: -2.991 -0.090 0.493  -0.97
O: -1.478 0.011 -1.672  -0.73
O: -0.421 0.421 0.648  -0.75
O: 1.413 -0.889 0.237  -0.53
O: -2.241 2.053 -0.251  -1.11
C: 0.514 0.082 -0.354  0.33
C: -0.227 -0.597 -1.543  -0.11
C: 2.202 -0.376 1.309  -0.26
H: 2.202 0.730 1.319  0.18
H: -3.342 0.643 1.008  0.52
H: 1.808 -0.732 2.252  0.19
H: -0.353 -1.659 -1.373  0.20
H: 0.428 -0.506 -2.378  0.20
H: 1.022 0.962 -0.751  0.17
H: 3.250 -0.702 1.261  0.19

Atoms 1-3, force components in eV/Å:
P -1.84 3.22 -0.19
O 0.65 -1.59 0.10
O -0.39 0.62 1.81